[1]
Here is 2 unconnected molecules or ions with the total composition C18H12N5O6 in a non-equilibrium geometry from the OMol25 dataset. Energies are from the ωB97M-V functional and the def2-TZVPD basis.

```
! RIJCOSX wB97M-V def2-TZVPD def2/J DEFGRID3
* xyz -1 1
N -2.23611 0.27942 4.13049
C -2.12712 -0.21313 3.08027
C -1.91727 -0.83376 1.81053
C -2.73068 -0.49466 0.70113
C -2.39496 -1.01472 -0.55122
N -2.87404 -0.70495 -1.82806
O -3.74965 0.02991 -2.25727
O -2.04900 -1.44287 -2.72388
N -1.14868 -2.23043 -2.04891
C -1.35457 -1.94299 -0.73452
C -0.61933 -2.40709 0.42270
N 0.38333 -3.44073 0.38046
O 0.65408 -4.05269 -0.67013
O 0.96121 -3.68879 1.46765
C -0.88792 -1.79765 1.65976
H -3.56811 0.19595 0.77378
H -0.30145 -2.08614 2.53205
C -4.77847 0.80287 5.57412
C -5.67388 0.96875 4.38599
O -5.22745 0.05300 3.35319
C -6.02318 0.15016 2.25607
C -5.77908 -0.93558 1.29833
C -6.56272 -1.06723 0.09909
C -7.50343 -0.08086 -0.29704
C -8.28848 -0.25446 -1.43178
C -8.13520 -1.40152 -2.22388
C -7.20579 -2.38642 -1.85569
C -6.41874 -2.22188 -0.71821
C -5.03172 -2.00156 1.79372
N -4.43007 -2.94989 2.14709
O -6.84595 1.06114 2.15412
H -5.08455 1.51049 6.34697
H -4.84108 -0.20940 5.98366
H -3.73135 1.00509 5.32685
H -6.71492 0.71839 4.63994
H -5.62623 2.00052 4.01218
H -7.62106 0.79297 0.33251
H -9.02797 0.50524 -1.69072
H -8.74610 -1.53326 -3.12011
H -7.09524 -3.29785 -2.45070
H -5.69028 -2.98633 -0.42929
*
```

Results
E_HOMO in eV: -3.93
Relative energy (zero: lowest compared OMol25 entry of this formula, charge and spin) in kcal/mol: 0.0
Orbital gap in eV: 4.1

---

[2]
Here is a single C5H9NO molecule from the OMol25 dataset. Energies are from the ωB97M-V functional and the def2-TZVPD basis.

```
! RIJCOSX wB97M-V def2-TZVPD def2/J DEFGRID3
* xyz 0 1
H 1.91975 2.48814 0.06879
N 2.35491 1.57710 -0.07640
C 1.46315 0.67993 -0.08178
C 1.83367 -0.76324 -0.27168
O 0.14037 1.01641 0.02300
C -0.77787 0.09961 0.56366
C -1.54984 -0.82588 -0.32995
C -2.19967 0.40728 0.24382
H 1.47661 -1.39761 0.54528
H 1.41356 -1.15367 -1.20468
H 2.92193 -0.81249 -0.31880
H -0.52247 -0.24061 1.56644
H -1.32615 -0.82694 -1.39196
H -1.84101 -1.78921 0.08073
H -2.35295 1.24283 -0.43262
H -2.95399 0.29837 1.01616
*
```

Results
E_HOMO in eV: -9.82
Relative energy (zero: lowest compared OMol25 entry of this formula, charge and spin) in kcal/mol: 45.0
Orbital gap in eV: 10.8
SMILES string: [H]/N=C(/C)OC1CC1

---

[3]
Here is 2 unconnected molecules or ions with the total composition C4H9NO2 from the OMol25 dataset. Energies are from the ωB97M-V functional and the def2-TZVPD basis.

```
! RIJCOSX wB97M-V def2-TZVPD def2/J DEFGRID3
* xyz 0 1
C 2.23030 -0.64873 -1.72233
N 1.55664 -0.72409 -0.44124
C 1.54031 -1.82791 0.17877
C -1.15457 -0.25107 1.12512
O -0.57138 0.73965 0.47282
O -2.36641 0.12282 1.49979
C -2.86247 1.43252 1.17465
H 2.59078 -1.62523 -2.07652
H 3.07667 0.04106 -1.64719
H 1.53219 -0.23640 -2.45707
H 0.30376 0.38014 0.16664
H 0.98842 -1.89253 1.11551
H 2.03622 -2.72728 -0.20852
H -3.90129 1.44145 1.50502
H -2.79954 1.61760 0.10006
H -2.28827 2.19903 1.70081
*
```

Results
E_HOMO in eV: -8.62
Relative energy (zero: lowest compared OMol25 entry of this formula, charge and spin) in kcal/mol: 83.6
Orbital gap in eV: 9.7